Record 1
The following is a DFT calculation (ωB97M-V/def2-TZVPD) of 2 unconnected molecules or ions with the total composition C5H15NOS.

The geometry in XYZ format:
```
23
Properties=species:S:1:pos:R:3:forces:R:3
C 1.6444 -1.0299 1.1537 0.13 0.72 -0.31
C 0.4517 -0.2981 0.5159 0.15 -1.28 -0.04
C -0.4834 0.1612 1.6274 -0.83 0.75 -0.88
C -1.8314 0.7489 1.1423 1.52 0.61 -0.13
S -1.5802 2.3457 0.2713 0.05 -0.41 -0.03
C -1.2424 1.8183 -1.4385 -0.40 0.35 -0.44
N -0.1399 -1.2791 -0.4424 0.50 -0.20 0.26
H 2.2416 -0.3641 1.7793 -0.18 0.10 0.15
H 1.2933 -1.8591 1.7663 0.07 -0.15 -0.05
H 2.3242 -1.3599 0.3710 0.00 -0.37 -0.04
H 0.8456 0.4877 -0.1248 -0.17 0.56 0.43
H 0.0158 0.9719 2.1609 0.05 -0.16 0.29
H -0.7227 -0.6541 2.3155 0.29 -0.17 0.02
H -2.3577 0.0916 0.4584 -0.38 -0.13 0.24
H -2.4042 1.0077 2.0314 -0.41 -0.09 -0.11
H -1.8750 2.4712 -2.0465 0.05 -0.16 -0.11
H -0.2303 1.9026 -1.8421 0.19 0.13 0.60
H -1.5508 0.7984 -1.6367 -0.23 -0.11 0.14
H -1.1230 -1.1217 -0.6481 0.16 0.08 0.14
H -0.0640 -2.1888 0.0077 -0.32 -0.03 -0.22
H 2.6449 -1.1579 -3.1282 -0.29 0.17 0.43
H 1.6814 -0.9246 -1.9126 0.09 0.00 -0.28
O 2.4621 -0.5678 -2.3811 -0.04 -0.21 -0.04
```
Positions in Å, forces in eV/Å.

Output
DFT total energy   -727.63372 hartree
2S+1   2
Net charge   -1
Strongest force on any atom   1.65 eV/A
Kohn-Sham gap (alpha / beta)   0.0743 / 0.3039 Ha
Energy above the lowest of the compared OMol25 structures with the same formula, charge and spin   0.0 kJ/mol

Charges in e, computed with Löwdin, in the same order as the atoms: atom 1 (C): -0.11, atom 2 (C): -0.49, atom 3 (C): -0.33, atom 4 (C): -0.60, atom 5 (S): 0.54, atom 6 (C): -0.53, atom 7 (N): 0.02, atom 8 (H): 0.07, atom 9 (H): 0.07, atom 10 (H): 0.06, atom 11 (H): 0.11, atom 12 (H): 0.09, atom 13 (H): 0.08, atom 14 (H): 0.02, atom 15 (H): 0.01, atom 16 (H): 0.00, atom 17 (H): 0.02, atom 18 (H): 0.00, atom 19 (H): 0.02, atom 20 (H): 0.05, atom 21 (H): 0.02, atom 22 (H): -0.01, atom 23 (O): -0.11

***

Record 2
The following is a DFT calculation (ωB97M-V/def2-TZVPD) of 3 unconnected molecules or ions with the total composition C5H15NOS.

The geometry in XYZ format:
```
23
Properties=species:S:1:pos:R:3:forces:R:3
C 0.6573 -0.2396 -1.6945 0.20 -0.10 -0.55
C 1.7812 -0.9056 -0.8866 -1.48 0.16 0.83
S 2.9990 0.2298 -0.0885 -1.72 2.18 0.20
C -0.3649 0.6261 -0.9757 -0.29 0.22 0.47
N -1.0505 0.0532 0.1701 1.06 0.38 -0.33
C -1.3444 1.0340 1.2084 -0.72 -1.57 0.67
C -2.0012 -0.9774 -0.1036 -0.76 -1.27 -0.23
H 0.1388 -0.9618 -2.3545 0.35 -0.09 0.54
H 1.1964 0.4078 -2.3671 -0.09 0.52 -0.61
H 1.2913 -1.5352 -0.1233 0.61 0.11 -0.14
H 2.3543 -1.5081 -1.5850 0.36 -0.08 0.15
H 1.7435 1.6562 0.8735 2.06 -2.37 -1.95
H -1.1129 0.9692 -1.7328 0.50 0.10 0.18
H 0.1806 1.4889 -0.5628 -0.29 -0.07 -0.52
H -1.2342 0.5499 2.2215 -0.14 0.50 -0.93
H -0.6045 1.8448 1.1644 -0.63 -0.07 0.00
H -2.4088 1.3275 1.0861 0.54 0.67 0.29
H -1.5599 -1.9903 -0.0970 0.11 0.22 0.45
H -2.8653 -1.0050 0.5858 0.59 0.22 0.01
H -2.4712 -0.9999 -1.1065 0.19 0.86 -0.03
H 1.5309 0.3682 2.7895 0.12 0.26 0.70
H 1.9008 -0.1157 1.3860 -1.93 -1.01 2.74
O 1.2437 -0.3167 2.1926 1.34 0.23 -1.93
```
Positions in Å, forces in eV/Å.

Output
DFT total energy   -727.52056 hartree
Net charge   0
Strongest force on any atom   3.70 eV/A
Kohn-Sham gap   0.2259 Ha
Energy above the lowest of the compared OMol25 structures with the same formula, charge and spin   433.6 kJ/mol

Charges in e, computed with Löwdin, in the same order as the atoms: atom 1 (C): -0.26, atom 2 (C): -0.54, atom 3 (S): 0.68, atom 4 (C): -0.25, atom 5 (N): -0.29, atom 6 (C): -0.10, atom 7 (C): -0.11, atom 8 (H): 0.12, atom 9 (H): 0.09, atom 10 (H): 0.07, atom 11 (H): 0.07, atom 12 (H): 0.20, atom 13 (H): 0.13, atom 14 (H): 0.07, atom 15 (H): 0.09, atom 16 (H): 0.06, atom 17 (H): 0.08, atom 18 (H): 0.08, atom 19 (H): 0.09, atom 20 (H): 0.08, atom 21 (H): 0.00, atom 22 (H): -0.15, atom 23 (O): -0.20

***

Record 3
The following is a DFT calculation (ωB97M-V/def2-TZVPD) of a molecular structure, C5H15NSi.

The geometry in XYZ format:
```
22
Properties=species:S:1:pos:R:3:forces:R:3
C 1.0607 0.4975 1.7529 -1.29 -0.75 -2.06
C -1.5024 0.5790 1.8713 -2.87 -0.56 3.57
C -0.2491 -2.2849 -1.7118 3.19 -1.16 -0.19
C 1.3159 1.0087 -1.6370 0.18 -1.03 -1.32
C -0.3061 1.0002 1.1260 1.35 -2.58 -2.09
N -0.1969 -1.2996 -0.6198 -0.61 -2.25 0.33
Si -0.2298 0.3941 -0.7088 -2.02 1.28 -0.82
H 1.3412 -0.5665 1.5120 -0.84 0.76 0.00
H 1.8118 1.0512 1.2003 0.63 0.51 1.18
H 0.8999 0.5043 2.8016 0.89 0.76 1.13
H -2.0904 1.4252 2.4635 1.63 -1.45 -1.00
H -1.2773 -0.2334 2.6316 0.18 1.11 -0.39
H -2.3548 0.0692 1.4273 0.10 0.16 -1.21
H 0.7856 -2.3402 -2.3223 -1.81 0.01 1.59
H -0.3976 -3.3355 -1.2337 -0.03 1.85 -1.29
H -0.9037 -2.0240 -2.5183 -1.11 -0.15 -0.10
H 1.5976 0.2695 -2.5419 -0.44 1.52 2.27
H 1.1223 1.9770 -2.1219 0.07 -0.20 0.24
H 2.1475 1.1388 -0.8987 -0.45 -0.33 -0.91
H -0.3661 2.0266 0.9804 0.55 2.16 0.20
H -0.5347 -1.8167 0.2087 0.33 1.24 -0.49
H -1.7503 1.0005 -1.6194 2.38 -0.90 1.35
```
Positions in Å, forces in eV/Å.

Output
DFT total energy   -543.68947 hartree
Net charge   0
Strongest force on any atom   4.61 eV/A
Kohn-Sham gap   0.3576 Ha
Energy above the lowest of the compared OMol25 structures with the same formula, charge and spin   173.3 kJ/mol

Charges in e, computed with Löwdin, in the same order as the atoms: atom 1 (C): -0.11, atom 2 (C): -0.18, atom 3 (C): -0.19, atom 4 (C): -0.22, atom 5 (C): -0.50, atom 6 (N): -0.23, atom 7 (Si): 0.51, atom 8 (H): 0.08, atom 9 (H): 0.05, atom 10 (H): 0.05, atom 11 (H): 0.11, atom 12 (H): 0.08, atom 13 (H): 0.05, atom 14 (H): 0.10, atom 15 (H): 0.10, atom 16 (H): 0.04, atom 17 (H): 0.07, atom 18 (H): 0.01, atom 19 (H): 0.02, atom 20 (H): 0.06, atom 21 (H): 0.09, atom 22 (H): 0.01

***

Record 4
The following is a DFT calculation (ωB97M-V/def2-TZVPD) of 2 unconnected molecules or ions with the total composition C5H16BN2O3.

The geometry in XYZ format:
```
27
Properties=species:S:1:pos:R:3:forces:R:3
N 1.6388 -1.8456 1.0096 1.23 0.51 0.60
C 1.2221 -0.4576 1.4394 -0.87 -0.64 -1.75
C 0.7746 0.2116 -0.0166 0.34 2.19 0.37
C -0.7505 0.8885 0.0968 1.62 -1.04 -1.75
N -1.2835 0.2520 1.3742 -0.64 0.68 0.85
B -2.2884 -0.8716 1.1107 -3.29 -3.29 -0.66
O -3.6314 -0.7307 1.7625 4.61 -0.52 0.36
O -1.9732 -2.0733 0.3016 -1.13 4.27 0.58
C -0.1647 -0.2164 2.2796 2.87 1.42 2.98
H 2.2355 -2.3278 1.7423 -1.06 0.87 -0.99
H 2.3149 -1.6746 0.2040 -1.22 -0.45 1.36
H 2.1349 0.0129 2.0024 -2.14 -0.12 -1.12
H 1.4888 1.1431 -0.0551 -1.31 -1.91 -0.80
H 0.8274 -0.4773 -0.9682 0.24 1.34 2.27
H -1.5161 0.5328 -0.7457 2.01 1.07 1.57
H -0.6104 2.0507 0.1018 -0.86 -2.32 0.51
H -1.7805 1.0189 1.8881 0.24 -1.06 -0.42
H -3.4112 -0.7979 2.7531 -0.96 0.34 -1.77
H -2.4872 -2.0618 -0.5612 0.66 -0.34 1.54
H -0.4496 -0.9538 3.1659 0.20 1.06 -2.46
H 0.0985 0.7664 2.9031 -0.51 -2.03 -1.28
C 1.0304 1.5533 -3.6397 0.03 -0.09 -0.27
O 1.9637 0.6673 -3.0494 0.26 -0.57 -0.01
H 0.6947 2.2694 -2.8861 0.13 -0.10 -0.05
H 1.5072 2.0906 -4.4631 -0.26 0.15 0.01
H 0.1720 0.9867 -4.0089 -0.14 0.22 -0.10
H 2.2435 0.0442 -3.7414 -0.04 0.34 0.43
```
Positions in Å, forces in eV/Å.

Output
DFT total energy   -559.92202 hartree
Net charge   +1
Strongest force on any atom   4.70 eV/A
Kohn-Sham gap   0.3604 Ha

Charges in e, computed with Löwdin, in the same order as the atoms: atom 1 (N): -0.01, atom 2 (C): -0.29, atom 3 (C): -0.09, atom 4 (C): -0.06, atom 5 (N): -0.04, atom 6 (B): -0.42, atom 7 (O): 0.08, atom 8 (O): 0.11, atom 9 (C): -0.06, atom 10 (H): 0.10, atom 11 (H): 0.10, atom 12 (H): 0.16, atom 13 (H): 0.13, atom 14 (H): 0.13, atom 15 (H): 0.16, atom 16 (H): 0.16, atom 17 (H): 0.19, atom 18 (H): 0.14, atom 19 (H): 0.14, atom 20 (H): 0.18, atom 21 (H): 0.16, atom 22 (C): -0.16, atom 23 (O): -0.15, atom 24 (H): 0.07, atom 25 (H): 0.08, atom 26 (H): 0.08, atom 27 (H): 0.09